{"formula": "C3H4N2O", "method": "the ωB97M-V functional and the def2-TZVPD basis", "spin_multiplicity": 1, "total_charge": 0, "de_lowest_kj_mol": 391.20, "homo_lumo_gap_ev": 9.9204, "smiles": "NC1=CN1C=O", "species": ["N", "C", "C", "N", "C", "O", "H", "H", "H", "H"], "xyz": [[1.797, -0.078, -0.021], [0.651, 0.586, 0.173], [-0.341, 1.364, 0.259], [-0.941, 0.125, 0.732], [-1.354, -0.779, -0.239], [-0.740, -1.087, -1.246], [1.686, -0.829, -0.694], [2.289, -0.358, 0.818], [-0.761, 2.355, 0.171], [-2.285, -1.300, 0.047]]}

=====

{"formula": "C7H8N2", "method": "the ωB97M-V functional and the def2-TZVPD basis", "spin_multiplicity": 1, "total_charge": 0, "de_lowest_kj_mol": 700.03, "homo_lumo_gap_ev": 10.2939, "species": ["C", "C", "C", "C", "C", "C", "C", "H", "H", "H", "H", "H", "H", "H", "H", "N", "N"], "xyz": [[-0.906, -1.467, -0.795], [-0.023, -0.818, 0.126], [-0.296, 0.170, 1.350], [0.625, 0.461, -0.293], [-0.318, 1.677, -0.272], [-1.089, 1.330, 0.674], [1.755, 0.616, -1.284], [-1.271, -0.774, -1.922], [-2.024, -1.942, -0.226], [0.032, -2.574, -1.121], [0.787, -1.277, 0.700], [-0.483, -0.155, 2.390], [1.725, -0.155, 1.549], [-0.234, 2.230, -1.253], [-2.090, 1.555, 1.173], [1.100, 0.650, 1.147], [2.711, 0.474, -1.942]]}

=====

{"formula": "C4H6ClN", "method": "the ωB97M-V functional and the def2-TZVPD basis", "spin_multiplicity": 1, "total_charge": 0, "de_lowest_kj_mol": 389.85, "homo_lumo_gap_ev": [8.1791, 8.2512], "species": ["C", "C", "C", "C", "N", "Cl", "H", "H", "H", "H", "H", "H"], "xyz": [[-0.594, 0.790, 0.524], [-0.100, 1.559, -0.389], [-0.289, -0.662, 0.749], [1.556, -0.234, -0.774], [0.642, -1.122, -0.331], [2.880, 0.305, 0.266], [-1.395, 1.314, 1.143], [-0.083, 2.532, -0.763], [0.219, -0.672, 1.825], [-1.155, -1.180, 0.812], [2.001, -0.214, -1.703], [0.116, -1.548, -1.077]]}

=====

{"formula": "C21H15ClFN6O4PtS", "method": "the ωB97M-V functional and the def2-TZVPD basis", "spin_multiplicity": 5, "total_charge": 3, "de_lowest_kj_mol": 0.00, "homo_lumo_gap_ev": [7.5852, 4.5436], "species": ["Pt", "N", "C", "C", "C", "C", "C", "C", "N", "C", "C", "C", "S", "C", "N", "H", "H", "H", "H", "H", "H", "H", "Cl", "C", "C", "C", "C", "N", "C", "H", "H", "H", "H", "F", "C", "C", "N", "C", "C", "O", "O", "C", "O", "N", "C", "O", "H", "H", "H", "H"], "xyz": [[-0.057, 0.094, 0.226], [-4.113, 1.356, 0.087], [-3.938, 1.853, 1.369], [-4.780, 2.474, 2.248], [-4.222, 2.841, 3.485], [-2.862, 2.594, 3.821], [-2.016, 1.982, 2.944], [-2.560, 1.610, 1.687], [-1.980, 1.021, 0.630], [-2.937, 0.860, -0.320], [-2.601, 0.190, -1.540], [-3.379, -0.090, -2.636], [-2.486, -0.939, -3.796], [-1.111, -0.890, -2.772], [-1.303, -0.280, -1.643], [-4.986, 1.366, -0.423], [-5.817, 2.682, 2.017], [-4.857, 3.329, 4.214], [-2.502, 2.896, 4.795], [-0.985, 1.760, 3.187], [-4.414, 0.166, -2.810], [-0.167, -1.338, -3.051], [3.638, 4.036, 2.012], [3.084, 3.119, 0.685], [3.665, 3.231, -0.573], [3.177, 2.455, -1.611], [2.118, 1.597, -1.376], [1.567, 1.503, -0.163], [2.027, 2.232, 0.853], [4.485, 3.919, -0.731], [3.611, 2.515, -2.599], [1.705, 0.985, -2.165], [1.562, 2.103, 1.820], [4.374, -5.265, 1.005], [3.272, -5.106, 1.632], [2.950, -3.862, 2.151], [1.818, -3.672, 2.809], [1.442, -2.351, 3.277], [0.978, -1.434, 2.133], [0.610, -0.275, 2.436], [0.969, -1.870, 0.953], [0.841, -4.741, 2.990], [-0.192, -4.507, 3.536], [1.222, -5.953, 2.493], [2.361, -6.272, 1.751], [2.565, -7.343, 1.274], [3.634, -3.029, 2.040], [2.275, -1.869, 3.789], [0.613, -2.455, 3.972], [0.570, -6.717, 2.649]]}